# 1
Entry from OMol25: a structure of composition C28H30N6S2Ti (ωB97M-V/def2-TZVPD).

```
67
Properties=species:S:1:pos:R:3:forces:R:3:lowdin_spin:R:1
Ti -0.1301 -0.0780 -0.4268 0.4 0.1 -0.4 0.995
C 0.2578 2.2343 1.7202 0.0 0.0 0.1 0.002
C 1.3858 1.4758 2.4055 0.0 0.0 -0.1 0.002
C 2.3845 0.7878 1.5186 0.0 0.0 0.1 0.000
C 3.6804 0.6350 1.9540 0.0 0.0 -0.1 -0.001
C 4.4433 -0.4987 1.6399 0.1 0.0 0.0 0.000
C 3.6920 -1.5910 1.1258 0.0 0.1 0.1 0.000
C 2.4262 -1.4290 0.6686 0.0 -0.1 0.0 0.007
N 1.9101 -0.0946 0.4477 0.0 0.0 0.2 -0.004
N -0.8327 1.3710 1.2205 -0.1 0.2 0.1 0.013
C -1.8515 2.2373 0.6089 0.0 0.0 0.0 0.007
C -2.9370 1.4102 -0.0142 0.1 -0.1 0.0 0.002
C -4.2407 1.8527 -0.1424 -0.1 0.1 0.0 0.001
C -5.1684 1.0333 -0.7686 0.2 0.0 0.0 0.000
C -4.7564 -0.2138 -1.2064 -0.1 0.0 0.0 0.000
C -3.4339 -0.5841 -1.0217 0.1 0.0 0.0 0.001
N -2.5326 0.2206 -0.4604 -0.4 0.0 0.0 0.005
C -1.4514 0.5853 2.3288 0.0 0.0 0.0 0.021
C -1.0413 -0.8611 2.3579 0.0 -0.1 0.1 0.118
C -1.1137 -1.5817 3.5163 0.0 0.0 0.0 0.051
C -0.9275 -2.9848 3.5081 0.0 0.0 0.1 0.293
C -0.7108 -3.5736 2.2337 0.0 0.0 0.0 0.069
C -0.6150 -2.7921 1.1212 0.0 0.0 0.1 0.127
N -0.7233 -1.4154 1.1337 -0.1 -0.1 -0.1 0.253
H 0.6544 2.7979 0.8709 0.0 0.0 0.0 0.001
H -0.1833 2.9576 2.4292 0.0 0.0 0.0 0.000
H 0.9389 0.7714 3.1227 0.0 0.0 0.0 0.002
H 1.9424 2.1986 3.0109 0.0 0.0 0.0 0.000
H 4.0606 1.3563 2.6780 0.0 0.0 0.0 0.000
H 5.4544 -0.6230 2.0062 0.0 0.0 0.0 0.000
H 4.0870 -2.6018 1.1950 0.0 0.0 0.0 0.000
H 1.7702 -2.2623 0.4567 0.0 0.0 0.0 0.004
H -1.3750 2.8307 -0.1781 0.0 0.0 0.0 0.002
H -2.2725 2.9322 1.3519 0.0 0.0 0.0 0.001
H -4.5200 2.8290 0.2352 0.0 0.0 0.0 0.000
H -6.1910 1.3611 -0.9070 0.0 0.0 0.0 0.000
H -5.4412 -0.8911 -1.6978 0.0 0.0 0.0 0.000
H -3.0571 -1.5425 -1.3590 0.0 0.0 0.0 0.000
H -2.5363 0.6374 2.1954 0.0 0.0 0.0 0.007
H -1.2365 1.0699 3.2880 0.0 0.0 0.0 0.001
H -1.3398 -1.0582 4.4413 0.0 0.0 0.0 -0.002
H -0.9606 -3.5708 4.4159 0.0 0.0 0.0 0.027
H -0.6043 -4.6468 2.1249 0.0 0.0 0.0 -0.001
H -0.4344 -3.2342 0.1473 0.0 0.0 0.0 0.009
S -0.8787 1.3302 -2.6075 0.0 0.0 0.1 -0.002
C -1.2473 -0.2201 -3.2372 0.1 0.0 -0.2 0.010
S -0.6164 -1.6035 -2.4143 -0.1 0.0 0.1 0.004
C -2.0300 -0.3682 -4.3957 -0.1 0.0 0.1 0.003
C -2.3630 -1.6419 -4.9311 0.0 0.0 0.1 0.000
N -2.6781 -2.6578 -5.3843 0.0 0.0 0.0 0.001
C -2.5762 0.7486 -5.0839 0.1 0.1 0.0 0.000
N -3.0176 1.6400 -5.6732 -0.1 0.0 0.0 0.001
C 2.4580 0.8175 -3.2769 0.0 0.0 0.0 0.000
C 2.9378 0.1389 -1.9900 0.0 0.0 0.0 -0.003
C 3.1772 -1.3382 -2.3255 0.0 0.0 0.0 0.000
C 4.2697 0.7843 -1.5804 0.0 0.0 0.0 -0.002
C 1.8596 0.3950 -0.9262 -0.1 0.0 -0.1 -0.025
H 3.2506 0.7771 -4.0326 0.0 0.0 0.0 0.000
H 2.1999 1.8653 -3.1029 0.0 0.0 0.0 0.000
H 1.5719 0.3222 -3.6720 0.0 0.0 0.0 0.000
H 3.7973 -1.4074 -3.2277 0.0 0.0 0.0 0.000
H 2.2270 -1.8358 -2.5229 0.0 0.0 0.0 0.000
H 3.6848 -1.8572 -1.5159 0.0 0.0 0.0 0.000
H 5.0248 0.6263 -2.3611 0.0 0.0 0.0 0.000
H 4.6379 0.3671 -0.6435 0.0 0.0 0.0 0.000
H 4.1408 1.8628 -1.4442 0.0 0.0 0.0 0.000
H 1.7443 1.4921 -0.8308 0.0 0.0 0.0 0.000
```
Positions in Å, forces in eV/Å.

Computed properties:
Gap between HOMO and LUMO (alpha / beta) ... 3.66 / 4.37 eV
Total charge ... -2
Multiplicity ... 3
LUMO energy (alpha / beta) ... 4.2 / 4.2 eV



# 2
Entry from OMol25: a structure of composition C45H100B4F16FeN5 (ωB97M-V/def2-TZVPD).

```
171
Properties=species:S:1:pos:R:3:forces:R:3:lowdin_spin:R:1
Fe -0.2044 -0.2400 0.1697 -0.8 0.1 2.0 3.752
C 6.6325 1.7175 2.0149 -0.1 0.2 -0.6 0.000
C 5.6667 0.9139 1.0999 0.8 -0.5 -0.1 0.000
C 6.0573 1.1683 -0.4121 -1.3 1.0 0.5 0.000
N 5.0748 0.6888 -1.5169 -1.2 -0.7 0.0 0.000
C 5.0164 -0.8793 -1.4023 -0.3 0.7 -1.8 0.000
C 4.2517 -1.5372 -2.6335 -0.3 1.6 1.1 0.000
C 4.7946 -1.0525 -4.0031 1.7 -0.9 0.9 0.000
C 4.8252 0.4559 -4.1936 -1.3 0.0 1.9 0.000
C 5.5798 1.1513 -2.9502 -1.4 -1.6 -0.7 0.000
C 3.5962 1.2779 -1.3246 2.2 0.3 -0.3 0.000
H 6.2827 2.7434 1.8991 0.9 0.4 -0.2 0.000
H 7.6706 1.5206 1.7471 0.1 0.6 -0.4 0.000
H 6.6504 1.5972 3.0981 -0.8 -0.8 -0.1 0.000
H 4.6736 1.2549 1.3921 -0.2 -0.3 -0.5 0.000
H 5.7866 -0.1527 1.2901 -0.3 -0.1 0.1 0.000
H 7.0496 0.7724 -0.6283 -0.2 -0.2 -0.1 0.000
H 6.0775 2.2486 -0.5559 0.2 0.1 -0.1 0.000
H 6.0726 -1.1459 -1.3621 0.0 -0.3 -0.3 0.000
H 4.5849 -1.1745 -0.4459 -0.3 0.4 -0.1 0.000
H 4.2141 -2.6039 -2.4130 0.6 -0.2 -0.6 0.000
H 3.1974 -1.2736 -2.5495 -0.2 0.3 0.1 0.000
H 5.8453 -1.3394 -3.9591 0.3 -0.5 -0.5 0.000
H 4.3424 -1.5396 -4.8670 -0.1 -0.1 0.2 0.000
H 5.2609 0.7470 -5.1494 0.4 0.0 0.3 0.000
H 3.7603 0.6706 -4.2826 -0.1 1.0 0.2 0.000
H 6.5799 0.7595 -3.1357 0.3 0.6 0.8 0.000
H 5.4693 2.2353 -2.9779 0.4 -0.1 0.1 0.000
H 3.1516 0.8573 -0.4226 -0.1 -0.2 -0.5 0.000
H 3.0878 1.1749 -2.2833 -0.2 -0.8 0.5 0.000
H 3.6872 2.3578 -1.2080 0.4 0.0 0.3 0.000
C -1.8734 6.5191 3.1312 -0.5 0.2 -1.3 0.000
C -2.2393 5.0393 3.2871 0.9 -0.1 0.7 0.000
C -3.7179 4.8010 3.5088 -0.8 -1.1 -0.5 0.000
N -4.2113 3.2986 3.2793 0.7 2.0 -2.3 0.000
C -5.8073 3.3333 3.4576 1.4 -1.0 1.5 0.000
C -6.0435 3.5667 4.9269 -0.2 -1.0 0.9 0.000
C -5.3354 2.4229 5.7525 -1.3 1.4 0.0 0.000
C -3.8598 2.4825 5.6105 1.9 -0.4 0.4 0.000
C -3.3588 2.3570 4.1795 -2.9 -0.3 -0.6 0.000
C -3.9382 2.9185 1.7511 -0.8 0.1 2.6 0.000
H -0.8022 6.7204 3.1373 0.0 -0.2 0.8 0.000
H -2.4582 7.1981 3.7518 0.4 -0.1 0.3 0.000
H -2.0909 6.8224 2.1071 -0.5 0.1 -0.2 0.000
H -1.6577 4.6600 4.1273 -0.2 -0.2 0.2 0.000
H -1.8304 4.4946 2.4360 -0.2 0.0 -0.1 0.000
H -4.3166 5.3892 2.8134 0.0 0.0 -0.1 0.000
H -4.0617 5.0680 4.5081 0.4 0.0 -0.1 0.000
H -6.3424 4.0640 2.8512 0.9 0.1 -0.5 0.000
H -6.1940 2.3325 3.2653 0.3 0.0 -0.5 0.000
H -5.7363 4.5675 5.2306 0.2 -0.2 0.2 0.000
H -7.1100 3.5422 5.1506 -0.1 -0.1 -0.2 0.000
H -5.5935 2.5511 6.8037 0.0 0.1 0.0 0.000
H -5.6976 1.4237 5.5104 -0.3 0.1 -0.5 0.000
H -3.4358 3.3302 6.1489 0.0 0.2 -0.2 0.000
H -3.4666 1.6046 6.1230 0.3 0.0 0.1 0.000
H -2.3017 2.4314 3.9245 -0.1 0.5 0.2 0.000
H -3.7042 1.3794 3.8431 0.3 -0.2 -0.2 0.000
H -4.4921 3.6760 1.1966 0.4 -0.1 -0.3 0.000
H -4.3758 1.9260 1.6434 0.1 0.2 -0.2 0.000
H -2.8592 2.8536 1.6115 -0.3 0.2 -0.2 0.000
C 4.7558 -3.7500 4.0438 -1.6 -0.3 -0.5 0.000
C 3.6358 -4.4952 3.2958 -1.5 -0.5 -0.3 0.000
C 2.1617 -4.1189 3.7635 1.9 -1.3 0.8 0.000
N 1.1311 -5.2367 3.5240 -1.6 -0.1 -1.4 0.000
C 1.2833 -6.6077 4.3528 -0.4 0.3 -0.1 0.000
C 0.9987 -6.5304 5.8648 -0.1 1.8 -0.5 0.000
C -0.3227 -5.7587 6.1397 0.8 0.2 -0.8 0.000
C -0.4900 -4.4469 5.3112 0.5 0.1 -0.6 0.000
C -0.2764 -4.6339 3.7623 -0.4 -1.1 2.9 0.000
C 1.1029 -5.6009 2.0668 -0.6 -0.6 -0.4 0.000
H 4.6179 -4.0435 5.0844 0.8 0.3 0.1 0.000
H 4.5623 -2.6870 3.8995 0.2 0.1 0.3 0.000
H 5.7183 -3.9795 3.5865 0.0 -0.2 0.5 0.000
H 3.6455 -5.5722 3.4629 0.7 -0.1 0.1 0.000
H 3.7552 -4.3700 2.2197 -0.3 0.2 0.0 0.000
H 1.8733 -3.1461 3.3654 -0.6 -0.3 0.0 0.000
H 2.1721 -4.1490 4.8530 0.2 0.8 0.0 0.000
H 2.2322 -7.0647 4.0721 0.2 0.5 0.2 0.000
H 0.5427 -7.2750 3.9120 -0.2 0.3 -0.2 0.000
H 1.7893 -5.9924 6.3878 0.3 0.0 -0.1 0.000
H 0.9415 -7.4963 6.3668 0.1 -0.2 -0.6 0.000
H -0.2637 -5.5437 7.2067 -0.7 0.1 -0.1 0.000
H -1.1401 -6.4354 5.8907 -0.3 0.1 0.3 0.000
H 0.1647 -3.6346 5.6271 0.2 -0.2 0.4 0.000
H -1.4890 -4.0332 5.4492 -0.1 -0.2 0.0 0.000
H -0.5138 -3.7244 3.2103 0.8 0.0 -0.2 0.000
H -1.0504 -5.3640 3.5258 0.4 -0.4 -0.7 0.000
H 2.0050 -6.1243 1.7500 0.3 0.8 0.0 0.000
H 0.7343 -4.7543 1.4876 1.1 0.4 0.0 0.000
H 0.3134 -6.3073 1.8102 -0.2 -0.4 0.9 0.000
C -4.1947 -3.9580 -1.6393 -0.2 -0.1 0.1 0.000
C -2.8967 -4.4115 -2.2781 0.4 1.2 -1.2 0.000
C -2.3844 -3.2787 -3.2509 1.4 -1.2 0.0 0.000
N -1.2259 -3.6979 -4.2815 -0.7 0.2 0.7 0.000
C 0.0231 -4.3021 -3.5230 -1.4 0.0 -0.7 0.000
C 0.9914 -4.8616 -4.5370 -1.0 -0.1 -1.1 0.000
C 0.3052 -5.8406 -5.5555 1.6 -1.0 1.2 0.000
C -0.9171 -5.3664 -6.2442 0.6 1.1 -0.8 0.000
C -1.8987 -4.8054 -5.2775 0.5 1.8 0.8 0.000
C -0.8166 -2.3838 -4.9918 0.1 -1.9 -1.3 0.000
H -4.4475 -4.7302 -0.9128 -0.3 0.3 0.2 0.000
H -5.0043 -3.9244 -2.3684 0.0 0.0 0.0 0.000
H -4.1117 -2.9730 -1.1799 0.0 -0.1 0.2 0.000
H -3.1466 -5.3078 -2.8457 0.3 -0.1 0.1 0.000
H -2.1810 -4.6472 -1.4904 0.2 0.0 -0.2 0.000
H -1.8960 -2.4407 -2.7536 -0.4 -0.1 0.4 0.000
H -3.2075 -2.8996 -3.8568 0.1 -0.1 -0.1 0.000
H -0.4136 -5.0625 -2.8755 0.2 0.0 0.0 0.000
H 0.5185 -3.5327 -2.9308 -0.5 0.2 0.1 0.000
H 1.8552 -5.3174 -4.0531 -0.2 -0.1 0.0 0.000
H 1.3461 -3.9853 -5.0795 0.4 -0.1 -0.2 0.000
H -0.0001 -6.7658 -5.0666 0.2 -0.1 0.6 0.000
H 1.0704 -6.1854 -6.2510 -0.1 0.2 -0.2 0.000
H -1.3237 -6.1613 -6.8694 -0.4 0.0 0.3 0.000
H -0.6501 -4.5764 -6.9461 0.0 0.1 -0.2 0.000
H -2.3316 -5.5488 -4.6081 0.0 0.2 -0.2 0.000
H -2.6247 -4.2180 -5.8396 -0.4 -0.2 0.5 0.000
H -1.6778 -1.9334 -5.4853 -0.2 0.1 0.7 0.000
H -0.2051 -2.6994 -5.8371 0.2 0.0 0.0 0.000
H -0.1985 -1.6857 -4.4273 -0.5 -0.3 0.5 0.000
C -2.5906 8.7754 -1.6996 -0.1 0.9 0.8 0.000
C -2.5045 7.2853 -1.5833 2.3 -1.1 -1.7 0.000
C -1.1600 6.8199 -2.3053 -1.5 -1.6 0.8 0.000
N -1.0234 5.2405 -2.4254 0.4 0.5 -1.0 0.000
C -1.9952 4.5933 -3.4472 0.6 0.3 -0.5 0.000
C -1.6372 3.1194 -3.7325 1.1 0.8 -0.5 0.000
C -0.1768 3.0286 -4.3230 -0.2 -1.2 1.2 0.000
C 0.8236 3.5720 -3.2933 -0.8 1.2 -0.4 0.000
C 0.4211 5.0628 -3.0369 0.6 -1.3 1.4 0.000
C -1.3613 4.5927 -1.0810 0.5 0.0 -0.8 0.000
H -1.7630 9.2940 -2.1836 0.0 -0.3 -0.4 0.000
H -2.5396 9.1456 -0.6757 -0.6 0.5 -0.2 0.000
H -3.5333 8.9926 -2.2019 0.2 0.7 0.3 0.000
H -3.3922 6.8866 -2.0745 0.1 -0.6 0.5 0.000
H -2.3202 6.9929 -0.5495 -0.8 -0.2 -0.1 0.000
H -0.3744 7.1034 -1.6049 0.3 0.0 -0.4 0.000
H -0.9644 7.1892 -3.3120 -0.3 0.2 0.2 0.000
H -1.8633 5.1250 -4.3896 0.0 0.4 0.1 0.000
H -3.0167 4.7658 -3.1083 0.1 -0.2 0.2 0.000
H -2.2873 2.7136 -4.5077 -0.4 0.2 0.3 0.000
H -1.7586 2.5460 -2.8135 0.2 -0.3 -0.3 0.000
H -0.0362 3.4597 -5.3142 -0.4 0.7 0.2 0.000
H 0.0794 1.9874 -4.5187 -0.3 -0.2 0.3 0.000
H 1.8461 3.5172 -3.6670 0.0 0.4 -0.2 0.000
H 0.8631 2.9922 -2.3711 -0.5 0.0 0.0 0.000
H 0.5501 5.6286 -3.9595 -0.9 0.0 -0.1 0.000
H 1.1284 5.5343 -2.3547 -0.2 0.0 0.4 0.000
H -2.4387 4.7141 -0.9692 0.2 0.0 0.1 0.000
H -0.8349 5.0602 -0.2489 0.1 0.1 -0.2 0.000
H -1.1393 3.5265 -1.1267 0.1 0.2 0.1 0.000
B 0.6966 1.2295 2.1737 2.0 1.3 2.8 0.003
F 1.0780 1.2130 0.8572 1.2 0.7 -2.3 0.027
F 1.6634 0.6310 2.9659 0.2 -0.1 0.0 0.001
F 0.5200 2.5454 2.5605 -0.6 0.4 0.1 0.001
F -0.4341 0.4843 2.2119 -2.5 -1.1 0.3 0.025
B 1.6336 -2.0620 0.4396 1.3 -0.1 1.3 0.002
F 1.0898 -3.0542 -0.2548 0.0 -2.1 -2.1 0.000
F 1.7206 -0.8648 -0.3186 1.0 0.0 -0.6 0.032
F 0.6854 -1.8074 1.4091 -1.3 0.9 1.8 0.024
F 2.8355 -2.3475 1.0685 0.3 0.0 -0.5 0.001
B -2.8617 -0.2163 0.4584 -2.7 -0.1 -2.1 0.002
F -2.1039 0.8914 0.2155 1.6 2.2 -1.0 0.024
F -3.8707 -0.3645 -0.4793 -0.1 0.0 -0.9 0.001
F -2.0343 -1.2873 0.4067 2.1 -2.4 0.0 0.032
F -3.4080 -0.0931 1.6272 -1.7 0.2 4.3 0.001
B -0.1788 -0.0084 -2.3597 -0.4 0.3 -2.7 0.003
F -0.1625 0.9816 -1.4654 0.4 3.7 2.3 0.035
F -1.2885 0.1325 -3.1242 -0.9 -0.1 -1.5 0.001
F 0.9959 0.0859 -3.0565 0.8 -0.8 -0.9 0.001
F -0.3482 -1.1249 -1.5978 0.0 -3.2 -0.3 0.031
```
Positions in Å, forces in eV/Å.

Computed properties:
Gap between HOMO and LUMO (alpha / beta) ... 11.61 / 9.66 eV
Total charge ... +3
Multiplicity ... 5
LUMO energy (alpha / beta) ... -4.9 / -4.9 eV



# 3
Entry from OMol25: a structure of composition C25H29F2N5O2Re (ωB97M-V/def2-TZVPD).

```
64
Properties=species:S:1:pos:R:3:forces:R:3:lowdin_spin:R:1
Re 0.5496 1.7797 0.3156 -0.7 0.1 0.6 0.985
C 5.0734 4.8513 0.0805 0.4 0.6 0.0 0.000
O 4.4869 3.5577 0.2435 -0.6 -0.6 0.1 0.001
C 3.2073 3.3421 0.1514 0.0 1.4 -0.3 0.002
O 2.7595 2.2169 0.3578 -1.0 -1.4 0.2 0.020
N 2.3639 4.3566 -0.1948 0.1 0.1 0.0 0.002
N 0.9737 4.0877 -0.2405 -0.2 -0.3 0.1 0.009
H 6.1487 4.6827 0.1192 -0.2 0.0 0.0 0.000
H 4.7871 5.5104 0.9031 0.0 -0.1 0.0 0.000
H 4.8185 5.2930 -0.8849 0.0 -0.1 0.0 0.000
H 2.6725 5.3124 -0.3167 0.0 -0.2 0.0 0.000
H 0.6103 4.2973 -1.1786 0.2 0.0 0.3 0.002
H 0.4908 4.6954 0.4305 0.2 -0.3 -0.1 0.001
C -1.4412 -2.0775 -2.6604 -0.1 0.0 -0.1 0.000
C -1.8300 -3.2079 -1.7598 0.3 -0.1 0.3 0.002
C -2.7152 -4.1876 -2.1944 0.0 0.0 0.1 0.000
C -3.0535 -5.2646 -1.3941 0.1 0.0 0.2 0.002
C -2.4726 -5.4041 -0.1397 -0.1 0.0 -0.1 0.000
C -1.5738 -4.4559 0.3104 0.0 0.3 0.0 0.002
C -1.2757 -3.3475 -0.4777 -0.5 -0.5 -0.4 0.002
N -0.3198 -2.4023 -0.0049 0.4 0.3 0.1 0.024
C -0.5372 -1.0828 0.1264 -0.3 -0.4 0.4 0.015
N -1.8191 -0.6802 0.1579 -0.1 0.1 0.1 -0.029
C -2.3561 0.6002 0.1353 0.3 0.0 -0.1 -0.023
C -1.5301 1.7562 0.1059 1.7 -0.3 0.1 -0.027
C -2.2134 2.9841 0.0303 -0.6 0.4 -0.1 0.020
C -3.5894 3.0703 -0.0201 0.7 0.4 0.0 -0.018
C -4.3589 1.9151 0.0347 0.4 -0.5 0.0 0.000
C -3.7634 0.6706 0.1343 -0.2 0.3 0.0 -0.003
C -4.6064 -0.5607 0.2454 0.0 0.0 0.0 0.000
N 0.4734 -0.2174 0.2491 -0.2 0.9 -0.2 0.002
C 1.8034 -0.7260 0.0858 0.6 -0.5 -0.3 0.003
C 2.3778 -0.6526 -1.1847 -0.2 0.0 0.2 0.001
C 3.6512 -1.1436 -1.3944 0.0 0.1 0.0 0.001
C 4.3517 -1.7033 -0.3360 0.0 0.0 0.0 0.004
C 3.7793 -1.7679 0.9235 0.1 0.0 -0.1 0.000
C 2.5011 -1.2798 1.1657 -0.3 0.3 -0.2 0.004
C 1.8702 -1.3640 2.5203 0.0 -0.1 0.0 0.000
H -1.5600 -2.3739 -3.6984 0.0 0.1 -0.1 0.000
H -0.4039 -1.7890 -2.5035 0.1 0.0 -0.1 0.000
H -2.0677 -1.2014 -2.4901 0.0 0.1 -0.1 0.000
H -3.1284 -4.1123 -3.1880 -0.1 0.0 -0.1 0.000
H -3.7560 -6.0028 -1.7494 0.0 -0.1 0.0 0.000
H -2.7201 -6.2497 0.4820 0.0 -0.1 0.1 0.000
H -1.1053 -4.5630 1.2767 0.0 0.0 0.1 0.000
H 0.6242 -2.7396 0.1427 0.0 0.2 -0.1 0.000
H -2.5022 -1.4338 0.1792 0.2 0.0 -0.1 0.000
H -1.6527 3.9081 0.0252 0.1 0.1 0.0 0.001
H -4.0737 4.0317 -0.0840 0.0 0.1 0.0 -0.001
H -5.4330 1.9898 -0.0020 -0.2 0.0 0.0 0.000
H -5.6530 -0.2847 0.3159 -0.1 0.0 0.0 0.000
H -4.3580 -1.1245 1.1428 0.0 -0.2 0.1 0.000
H -4.4985 -1.2040 -0.6264 0.0 -0.2 -0.1 0.000
H 1.8053 -0.2184 -1.9946 0.0 0.0 -0.1 0.000
H 4.0911 -1.0948 -2.3775 0.1 0.0 -0.1 0.000
H 5.3490 -2.0851 -0.4943 0.1 -0.1 0.0 0.000
H 4.3276 -2.2155 1.7388 0.1 0.0 0.1 0.000
H 2.6294 -1.4199 3.2953 0.0 0.0 0.1 0.000
H 1.2586 -2.2623 2.5950 -0.1 -0.1 0.1 0.000
H 1.2230 -0.5080 2.7045 0.0 0.0 0.1 0.000
F -0.7718 1.8806 2.9753 0.0 -0.3 -0.1 -0.001
C 0.3924 2.2238 2.4069 -0.2 -0.2 -0.4 -0.008
F 0.4688 3.5809 2.4621 0.3 0.7 0.1 0.007
H 1.2192 1.8163 3.0187 -0.1 0.0 -0.3 0.000
```
Positions in Å, forces in eV/Å.

Computed properties:
Gap between HOMO and LUMO (alpha / beta) ... 5.42 / 6.23 eV
Total charge ... +2
Multiplicity ... 2
LUMO energy (alpha / beta) ... -8.4 / -7.7 eV



Question: Look up the total charge of the first one.
Answer: -2